Entry 1:
Entry from the OMol25 dataset: an isolated ion of composition C5H10O and charge +1 in a non-equilibrium geometry (ωB97M-V/def2-TZVPD).

Each line ends with the Löwdin spin population.
Atoms and positions in Å:
O  -1.627  -0.308  -2.161  0.567
C  -0.791  0.118  -1.454  0.147
C  -0.141  -0.642  -0.254  0.138
C  0.753  0.298  0.579  0.025
C  -0.032  1.328  1.341  0.003
C  1.537  -0.705  1.459  0.029
H  -0.231  1.036  -1.719  0.075
H  -0.923  -1.173  0.291  0.002
H  0.546  -1.315  -0.779  0.002
H  1.482  0.680  -0.135  0.001
H  -0.751  0.893  2.038  0.000
H  -0.696  1.869  0.654  0.002
H  0.585  2.034  1.892  0.001
H  2.342  -1.163  0.876  0.000
H  2.036  -0.242  2.303  0.007
H  0.922  -1.547  1.782  0.002

As for the multiplicity: 2. The calculation puts the strongest force on any atom at 1.2 eV/A. Its total charge is +1. The gap between HOMO and LUMO (alpha / beta) is 0.390 / 0.248 Ha.

Entry 2:
Entry from the OMol25 dataset: C5H9NO4 as an isolated structure in a non-equilibrium geometry (ωB97M-V/def2-TZVPD).

Each line ends with the natural charge from an NBO analysis.
Atoms and positions in Å:
N  3.749  1.119  -0.120  -0.930
C  5.112  0.654  -0.202  0.738
O  5.488  0.136  -1.272  -0.605
C  6.050  1.464  0.691  -0.010
O  7.435  1.157  0.499  -0.488
C  7.750  2.545  0.391  0.074
C  7.139  3.135  -0.830  0.079
O  7.007  2.486  -2.041  -0.703
C  6.270  2.945  0.389  -0.318
H  3.403  -0.384  0.583  0.497
H  3.512  1.820  -0.817  0.417
H  5.774  1.316  1.746  0.202
H  8.610  2.916  0.950  0.206
H  7.407  4.187  -0.959  0.198
H  6.499  1.654  -1.911  0.501
H  5.751  3.753  0.901  0.226
H  3.374  1.453  0.763  0.384
O  4.320  -1.174  0.755  -0.954
H  4.255  -1.807  0.033  0.484

The calculation puts the strongest force on any atom at 5.3 eV/A. Its total charge is 0. The gap between HOMO and LUMO is 0.357 Ha.

Entry 3:
Entry from the OMol25 dataset: C12H27N5O5W as an isolated structure in a non-equilibrium geometry (ωB97M-V/def2-TZVPD).

Each line ends with the Löwdin spin population.
Atoms and positions in Å:
W  6.397  8.472  6.433  1.752
O  8.585  5.005  5.432  0.001
C  7.577  4.800  6.382  0.002
C  6.239  5.190  5.755  0.007
N  5.469  6.338  6.416  0.004
C  4.333  6.567  5.506  0.014
C  4.829  7.208  4.171  0.005
O  4.221  7.153  3.122  0.002
O  6.056  7.738  4.350  0.023
C  5.060  5.988  7.766  0.001
C  4.622  7.276  8.559  0.006
O  3.832  7.131  9.457  0.006
O  5.108  8.439  8.084  0.041
H  9.484  5.069  5.835  0.000
H  7.716  5.414  7.274  0.001
H  7.523  3.721  6.727  0.000
H  5.574  4.312  5.792  0.000
H  6.372  5.517  4.714  0.000
H  3.632  7.231  5.990  0.002
H  3.845  5.596  5.319  0.003
H  5.904  5.505  8.273  0.000
H  4.206  5.272  7.693  -0.001
N  4.897  9.951  5.591  0.019
C  4.919  11.279  6.276  0.002
C  5.827  11.222  7.480  0.008
N  7.064  10.374  7.222  0.009
C  7.779  10.038  8.507  0.005
C  8.603  8.787  8.452  0.005
N  7.710  7.667  8.052  0.013
C  8.089  11.028  6.286  0.008
C  8.941  10.071  5.473  0.004
N  8.250  8.800  5.189  0.027
H  3.952  9.555  5.716  0.006
H  4.939  10.008  4.574  0.004
H  5.329  12.021  5.562  0.000
H  3.888  11.506  6.574  0.000
H  6.231  12.226  7.725  0.000
H  5.340  10.712  8.321  0.000
H  8.485  10.891  8.695  0.000
H  7.012  10.027  9.289  0.000
H  9.450  8.820  7.724  0.000
H  9.056  8.575  9.411  0.000
H  8.306  6.888  7.779  0.004
H  7.091  7.400  8.826  0.003
H  7.558  11.757  5.626  0.000
H  8.790  11.585  6.899  0.001
H  9.179  10.606  4.547  0.000
H  9.910  9.898  5.989  0.000
H  7.842  8.806  4.252  0.006
H  8.928  8.024  5.139  0.006

As for the multiplicity: 3. The calculation puts the strongest force on any atom at 3.4 eV/A. Its total charge is +2. The gap between HOMO and LUMO (alpha / beta) is 0.320 / 0.321 Ha.

Entry 4:
Entry from the OMol25 dataset: C22H22N6NaSe2 as an isolated structure (ωB97M-V/def2-TZVPD).

Each line ends with the natural charge from an NBO analysis.
Atoms and positions in Å:
Na  -0.006  -0.317  -0.315  0.837
C  4.541  0.121  -0.011  0.009
C  3.262  -0.408  -0.107  0.013
N  2.188  0.370  -0.158  -0.446
C  2.373  1.695  -0.113  0.110
C  3.665  2.212  -0.025  0.024
N  4.735  1.432  0.025  -0.341
C  1.146  2.536  -0.128  0.259
C  1.186  3.922  -0.052  -0.254
C  0.000  4.655  -0.029  0.128
C  -1.186  3.922  -0.053  -0.254
C  -1.148  2.536  -0.129  0.263
N  -0.001  1.866  -0.188  -0.525
C  -2.377  1.699  -0.117  0.110
C  -3.666  2.220  -0.016  0.023
N  -4.739  1.444  0.030  -0.344
C  -4.552  0.133  -0.030  0.009
C  -3.276  -0.402  -0.145  0.006
N  -2.199  0.374  -0.184  -0.447
C  0.000  6.139  0.025  -0.081
C  -1.186  6.872  0.046  -0.223
C  -1.133  8.257  0.087  0.048
N  0.000  8.947  0.108  -0.382
C  1.134  8.256  0.090  0.048
C  1.185  6.872  0.050  -0.223
H  5.421  -0.507  0.035  0.217
H  3.093  -1.478  -0.142  0.203
H  3.867  3.275  0.007  0.205
H  2.139  4.423  -0.003  0.220
H  -2.139  4.424  -0.006  0.220
H  -3.865  3.284  0.031  0.205
H  -5.435  -0.492  0.010  0.218
H  -3.115  -1.472  -0.207  0.211
H  -2.155  6.396  0.031  0.210
H  -2.046  8.841  0.103  0.206
H  2.047  8.840  0.109  0.206
H  2.154  6.394  0.038  0.210
C  -0.383  0.525  4.328  -0.758
Se  0.059  -0.174  2.570  0.215
C  -0.689  -1.974  2.847  -0.567
C  0.047  -3.046  2.064  -0.556
Se  -0.485  -3.082  0.176  0.213
C  0.569  -4.629  -0.349  -0.760
H  -1.454  0.446  4.490  0.227
H  -0.080  1.568  4.350  0.239
H  0.164  -0.035  5.081  0.228
H  -1.747  -1.952  2.588  0.222
H  -0.596  -2.169  3.914  0.239
H  -0.190  -4.030  2.465  0.235
H  1.124  -2.892  2.100  0.224
H  1.579  -4.518  0.034  0.225
H  0.577  -4.664  -1.435  0.242
H  0.108  -5.529  0.045  0.234

The calculation puts the strongest force on any atom at 0.7 eV/A. Its total charge is +1. The gap between HOMO and LUMO is 0.287 Ha.

Entry 5:
Entry from the OMol25 dataset: one molecule with the formula C22H28N4O2S in a non-equilibrium geometry (ωB97M-V/def2-TZVPD).

Each line ends with the natural charge from an NBO analysis.
Atoms and positions in Å:
C  -1.092  4.433  0.428  -0.631
C  -0.797  3.208  -0.381  -0.012
C  -1.209  3.099  -1.701  -0.211
C  -0.921  1.960  -2.433  -0.204
C  -0.236  0.913  -1.846  -0.256
C  0.159  0.991  -0.510  -0.040
C  0.885  -0.183  0.105  -0.163
C  0.002  -1.427  0.392  0.703
O  0.424  -2.324  1.096  -0.644
N  -1.168  -1.458  -0.252  -0.624
C  -2.099  -2.564  -0.181  -0.059
C  -3.515  -2.059  0.100  -0.428
C  -4.055  -1.611  -1.267  -0.418
C  -3.175  -2.300  -2.328  -0.415
C  -2.243  -3.234  -1.550  -0.405
N  1.672  0.162  1.269  -0.417
C  1.199  0.200  2.534  0.670
O  1.896  0.477  3.497  -0.617
C  -0.236  -0.125  2.769  -0.014
C  -0.641  -0.858  3.864  -0.379
S  -2.333  -0.972  3.835  0.639
N  -2.406  -0.059  2.450  -0.368
N  -1.277  0.291  2.025  -0.197
C  3.103  0.351  1.084  -0.043
C  3.809  -0.935  0.597  -0.434
C  4.393  -0.598  -0.777  -0.401
C  4.671  0.900  -0.685  -0.400
C  3.450  1.443  0.056  -0.420
C  -0.111  2.149  0.201  -0.129
H  -0.197  4.778  0.941  0.220
H  -1.470  5.237  -0.200  0.214
H  -1.841  4.204  1.185  0.225
H  -1.747  3.913  -2.165  0.209
H  -1.226  1.890  -3.467  0.214
H  0.008  0.034  -2.428  0.214
H  1.594  -0.560  -0.644  0.248
H  -1.484  -0.631  -0.736  0.419
H  -1.721  -3.247  0.583  0.237
H  -3.516  -1.249  0.829  0.242
H  -4.111  -2.880  0.496  0.208
H  -5.102  -1.890  -1.378  0.213
H  -3.995  -0.527  -1.365  0.206
H  -3.771  -2.850  -3.054  0.214
H  -2.591  -1.559  -2.876  0.199
H  -1.280  -3.372  -2.041  0.215
H  -2.705  -4.212  -1.418  0.206
H  -0.031  -1.308  4.618  0.265
H  3.478  0.630  2.071  0.254
H  4.613  -1.189  1.288  0.216
H  3.120  -1.779  0.573  0.232
H  3.668  -0.792  -1.570  0.189
H  5.290  -1.175  -0.995  0.214
H  5.572  1.072  -0.096  0.197
H  4.803  1.366  -1.661  0.211
H  2.625  1.586  -0.643  0.209
H  3.648  2.399  0.537  0.219
H  0.221  2.241  1.223  0.209

The calculation puts the strongest force on any atom at 1.7 eV/A. Its total charge is 0. The gap between HOMO and LUMO is 0.343 Ha.

Entry 6:
Entry from the OMol25 dataset: a 2-piece molecular cluster, C22H29N6O8 overall in a non-equilibrium geometry (ωB97M-V/def2-TZVPD).

Each line ends with the natural charge from an NBO analysis.
Atoms and positions in Å:
O  -4.001  -3.979  1.188  -0.576
O  5.011  0.761  4.346  -0.622
O  1.206  1.039  5.516  -0.628
O  -6.316  -4.120  -5.898  -0.358
O  -4.575  -4.845  -6.999  -0.357
O  -5.864  -3.805  -0.080  -0.664
O  -1.418  0.308  0.303  -0.721
O  -4.477  -0.151  -3.366  -0.507
C  -4.639  -3.399  0.325  0.764
C  5.018  1.892  3.884  0.669
C  2.128  1.816  5.303  0.672
C  2.026  0.277  -1.734  0.668
C  -2.623  -1.244  -6.340  -0.206
C  -3.022  -0.498  -5.227  -0.221
C  -2.937  0.069  -1.543  -0.325
C  -2.974  -1.507  0.282  -0.236
C  -4.548  -1.727  -1.535  -0.245
C  -3.319  -2.406  -6.687  -0.193
C  -4.828  -2.048  -4.835  -0.235
C  -2.429  -0.373  -0.321  0.286
C  -3.987  -0.612  -2.171  0.390
C  -4.112  -0.904  -4.453  0.274
C  -4.046  -2.202  -0.312  -0.117
C  -4.440  -2.831  -5.945  0.109
N  0.782  0.662  -1.659  -0.767
N  2.720  2.391  6.358  -0.598
N  2.695  -0.189  -0.696  -0.550
N  3.906  2.578  3.592  -0.630
N  -5.154  -3.998  -6.306  0.485
N  2.612  0.371  -2.895  -0.754
C  6.333  2.575  3.585  -0.712
C  3.684  3.491  6.433  -0.409
C  2.230  -0.256  0.701  -0.222
C  2.535  1.052  1.443  -0.408
C  2.190  0.898  2.930  -0.404
C  2.519  2.114  3.830  -0.122
H  -6.062  -4.587  0.459  0.511
H  -1.552  0.231  1.267  0.508
H  -1.780  -0.921  -6.943  0.228
H  -2.496  0.411  -4.959  0.216
H  -2.538  0.960  -2.010  0.220
H  -2.579  -1.864  1.229  0.241
H  -5.390  -2.231  -1.998  0.243
H  -2.994  -2.971  -7.558  0.252
H  -5.701  -2.330  -4.255  0.253
H  0.302  1.008  -2.464  0.416
H  0.261  0.521  -0.801  0.449
H  2.391  2.023  7.238  0.416
H  3.640  -0.496  -0.859  0.415
H  4.036  3.507  3.224  0.401
H  3.565  0.072  -3.005  0.420
H  2.108  0.723  -3.687  0.418
H  7.147  1.917  3.890  0.254
H  6.408  2.771  2.518  0.223
H  6.396  3.507  4.143  0.228
H  3.593  3.987  7.401  0.222
H  3.494  4.228  5.651  0.195
H  4.701  3.102  6.344  0.198
H  2.751  -1.075  1.205  0.237
H  1.161  -0.468  0.746  0.209
H  3.598  1.267  1.331  0.211
H  1.954  1.868  1.012  0.198
H  1.121  0.689  3.002  0.223
H  2.720  0.026  3.319  0.241
H  1.853  2.924  3.538  0.224

The calculation puts the strongest force on any atom at 3.7 eV/A. Its total charge is +1. The gap between HOMO and LUMO is 0.319 Ha.

Entry 7:
Entry from the OMol25 dataset: a 2-piece molecular cluster, C12H28BFN2O5P overall in a non-equilibrium geometry (ωB97M-V/def2-TZVPD).

Each line ends with the natural charge from an NBO analysis.
Atoms and positions in Å:
C  -1.613  -0.677  0.769  -0.710
C  -2.610  -0.705  -0.355  0.701
O  -3.725  -0.259  -0.189  -0.570
N  -2.200  -1.113  -1.650  -0.835
C  -3.287  -0.705  -2.572  0.746
C  -4.484  -1.594  -2.733  -0.738
O  -3.146  0.331  -3.155  -0.518
P  -1.668  -2.765  -2.031  0.999
C  0.101  -2.517  -2.495  -1.129
B  1.119  -2.087  -1.384  1.112
O  2.047  -2.978  -0.917  -0.875
O  1.117  -0.814  -0.835  -0.924
C  -1.519  -3.704  -0.436  -0.084
C  -1.198  -5.151  -0.791  -0.656
F  -2.753  -3.625  0.217  -0.367
H  -2.182  -0.555  1.694  0.246
H  -0.995  -1.561  0.857  0.221
H  -0.941  0.178  0.661  0.230
H  -4.483  -2.047  -3.726  0.253
H  -5.357  -0.940  -2.652  0.261
H  -4.556  -2.359  -1.960  0.235
H  0.424  -3.418  -3.026  0.275
H  0.036  -1.711  -3.238  0.271
H  2.716  -2.529  -0.381  0.491
H  0.527  -0.231  -1.333  0.502
H  -0.748  -3.339  0.246  0.169
H  -0.223  -5.218  -1.278  0.231
H  -1.154  -5.725  0.140  0.236
H  -1.982  -5.566  -1.427  0.232
C  2.171  1.457  1.886  -0.414
N  2.599  2.869  1.598  -0.198
C  3.846  2.813  0.773  -0.405
C  2.897  3.569  2.881  -0.414
C  1.570  3.633  0.794  -0.228
C  0.244  3.907  1.462  -0.091
O  -0.383  2.675  1.761  -0.733
H  3.048  0.912  2.229  0.220
H  1.410  1.462  2.655  0.252
H  1.785  1.008  0.975  0.249
H  4.611  2.286  1.337  0.233
H  4.174  3.827  0.557  0.231
H  3.629  2.283  -0.150  0.237
H  2.011  3.558  3.508  0.236
H  3.197  4.592  2.665  0.231
H  3.704  3.040  3.381  0.236
H  1.422  3.058  -0.120  0.234
H  2.033  4.586  0.539  0.232
H  -0.345  4.484  0.744  0.211
H  0.364  4.522  2.360  0.180
H  -1.252  2.847  2.141  0.500

The calculation puts the strongest force on any atom at 1.1 eV/A. Its total charge is +1. The gap between HOMO and LUMO is 0.308 Ha.

Entry 8:
Entry from the OMol25 dataset: C4H9N4O as an isolated structure in a non-equilibrium geometry (ωB97M-V/def2-TZVPD).

Each line ends with the natural charge from an NBO analysis.
Atoms and positions in Å:
C  -1.531  0.306  0.237  0.326
C  0.514  1.909  -0.016  0.276
C  2.315  0.215  -0.073  0.043
C  -1.711  -2.057  -0.128  -0.432
N  -1.044  -0.800  -0.086  -0.426
N  -0.795  1.541  0.085  -0.587
N  1.752  1.427  -0.084  -0.466
N  1.467  -0.846  -0.074  -0.038
O  1.934  -1.980  0.166  -0.353
H  -2.565  0.576  0.340  0.199
H  0.493  3.019  0.158  0.231
H  3.430  0.099  0.071  0.247
H  -1.101  -2.657  0.616  0.250
H  -2.777  -1.948  0.269  0.206
H  -1.753  -2.496  -1.109  0.246
H  -1.497  2.270  -0.123  0.444
H  2.565  2.059  -0.080  0.464
H  0.305  -0.638  -0.170  0.369

The calculation puts the strongest force on any atom at 4.0 eV/A. Its total charge is +1. The gap between HOMO and LUMO (alpha / beta) is 0.261 / 0.279 Ha.

Repeat the eighth record exactly.
Entry from the OMol25 dataset: C4H9N4O as an isolated structure in a non-equilibrium geometry (ωB97M-V/def2-TZVPD).

Each line ends with the natural charge from an NBO analysis.
Atoms and positions in Å:
C  -1.531  0.306  0.237  0.326
C  0.514  1.909  -0.016  0.276
C  2.315  0.215  -0.073  0.043
C  -1.711  -2.057  -0.128  -0.432
N  -1.044  -0.800  -0.086  -0.426
N  -0.795  1.541  0.085  -0.587
N  1.752  1.427  -0.084  -0.466
N  1.467  -0.846  -0.074  -0.038
O  1.934  -1.980  0.166  -0.353
H  -2.565  0.576  0.340  0.199
H  0.493  3.019  0.158  0.231
H  3.430  0.099  0.071  0.247
H  -1.101  -2.657  0.616  0.250
H  -2.777  -1.948  0.269  0.206
H  -1.753  -2.496  -1.109  0.246
H  -1.497  2.270  -0.123  0.444
H  2.565  2.059  -0.080  0.464
H  0.305  -0.638  -0.170  0.369

The calculation puts the strongest force on any atom at 4.0 eV/A. Its total charge is +1. The gap between HOMO and LUMO (alpha / beta) is 0.261 / 0.279 Ha.

> What is the total charge in the seventh record?

+1